The following is a DFT calculation (the ωB97M-V functional and the def2-TZVPD basis) of a structure of composition C33H49Cu2N5O.

Computed properties:
LUMO energy   -18.17 eV
Maximum force   4.045 eV/Å
Gap between HOMO and LUMO   4.573 eV
Spin multiplicity   1
Charge   +6
Relative energy (zero: lowest compared OMol25 entry of this formula, charge and spin)   149.0 kcal per mole
Energy   -4914.05978 Eh
HOMO energy   -22.74 eV

Each line ends with the Löwdin charge.
Cartesian coordinates (Å):
C 5.38938 -3.85748 3.25383  0.082
N 4.85321 -2.48279 2.90851  -0.045
C 4.44651 -2.22704 1.64841  0.016
C 3.94624 -0.95718 1.34215  0.011
C 3.88578 0.09228 2.31659  -0.099
C 4.19781 -0.27779 3.65636  0.099
C 4.75994 -1.52316 3.86384  0.061
C 3.44687 1.44540 1.96616  -0.176
C 2.47208 2.11104 2.57569  0.043
C 2.00745 3.35061 2.10420  0.099
N 2.49233 3.86405 0.90661  -0.091
C 3.54184 3.24382 0.26448  0.070
C 4.01314 1.98990 0.79651  0.071
C 1.95532 5.08499 0.44699  0.010
H 5.95679 -4.11200 2.35864  0.116
H 4.66716 -4.55820 3.67275  0.129
H 6.10987 -3.81340 4.07056  0.123
H 4.65165 -2.93075 0.85524  0.149
H 3.67038 -0.78056 0.31302  0.065
H 4.26417 0.39839 4.49587  0.156
H 5.09928 -1.82899 4.84247  0.171
H 1.96953 1.60226 3.38501  0.148
H 1.05363 3.77577 2.37963  0.154
H 3.87800 3.74042 -0.63373  0.149
H 4.72721 1.40023 0.24083  0.123
H 2.80108 5.76346 0.33536  0.141
H 1.28618 5.47753 1.21267  0.121
H 1.32763 5.05277 -0.44355  0.116
C 1.29941 2.25339 -5.39249  0.047
N 0.06821 2.14602 -4.60846  -0.072
C 0.17305 2.34221 -3.28432  0.013
C -1.00684 2.26705 -2.46946  0.041
C -2.26190 1.96128 -3.00374  -0.143
C -2.30403 1.80006 -4.38057  0.097
C -1.16071 1.97170 -5.17272  0.090
C -3.41068 1.86741 -2.10892  -0.162
C -4.38624 0.87066 -2.19682  0.070
C -5.50317 0.86404 -1.32332  0.076
N -5.70292 1.88666 -0.45724  -0.080
C -4.78266 2.87193 -0.35504  0.055
C -3.65610 2.92005 -1.18816  0.059
C -6.86131 1.84669 0.41137  0.051
H 1.23821 3.25480 -5.81859  0.139
H 1.35889 1.57924 -6.24693  0.130
H 2.24640 2.14525 -4.86370  0.082
H 1.14474 2.32660 -2.81319  0.096
H -0.98858 2.43431 -1.40266  0.095
H -3.17279 1.40767 -4.88819  0.155
H -1.15804 1.94698 -6.25243  0.172
H -4.18083 0.03985 -2.85559  0.140
H -6.26379 0.10914 -1.18924  0.160
H -5.11020 3.63977 0.33020  0.162
H -2.95115 3.73765 -1.15678  0.138
H -6.60738 1.44156 1.39091  0.130
H -7.64867 1.25786 -0.05923  0.128
H -7.22626 2.86064 0.57508  0.130
Cu 3.16339 -1.63083 -2.00706  0.729
Cu 3.67678 0.95242 -2.80399  0.710
C -1.86521 -6.64518 0.92928  -0.082
C -1.58363 -5.46252 0.08448  -0.258
C -1.12051 -4.23521 0.89319  -0.199
C -1.15439 -3.07797 -0.01759  -0.120
N -0.80729 -1.70771 0.66942  -0.192
C -1.52678 -1.24759 1.98876  -0.058
C -1.44956 0.24923 2.00893  -0.124
C -1.18350 0.73558 0.55488  -0.161
C -1.26920 -0.52039 -0.32070  -0.068
C 0.65974 -1.64353 0.89249  -0.018
H -0.93957 -7.06063 1.32764  0.092
H -2.45645 -7.32737 0.31842  0.103
H -2.40605 -6.46248 1.85785  0.093
H -2.49126 -5.20564 -0.46171  0.117
H -0.81591 -5.57797 -0.68062  0.123
H -0.11403 -4.47698 1.23476  0.125
H -1.79161 -3.98447 1.71469  0.129
H -2.11203 -3.07140 -0.53815  0.144
H -0.34466 -3.10520 -0.74676  0.125
H -1.23755 -1.80377 2.88046  0.155
H -2.55794 -1.47509 1.71853  0.143
H -0.59770 0.48594 2.64643  0.107
H -2.31557 0.75480 2.43616  0.138
H -0.21067 1.21340 0.43909  0.083
H -1.91003 1.46610 0.19908  0.085
H -0.76438 -0.49765 -1.28648  0.118
H -2.32955 -0.63239 -0.54700  0.123
H 1.06302 -1.83426 -0.10205  0.067
H 0.89311 -2.39321 1.64854  0.121
H 1.02831 -0.65702 1.17365  0.088
O 1.84930 0.29800 -1.41616  -0.376
H 0.96622 0.48696 -1.04333  -0.074

=====

The following is a DFT calculation (the ωB97M-V functional and the def2-TZVPD basis) of an isolated molecule of C21H26N2O4.

Computed properties:
LUMO energy   0.68 eV
Maximum force   0.722 eV/Å
Gap between HOMO and LUMO   7.856 eV
Spin multiplicity   1
Charge   0
Relative energy (zero: lowest compared OMol25 entry of this formula, charge and spin)   75.8 kcal per mole
Energy   -1226.27106 Eh
SMILES   COc1ccccc1OCCCC(=O)Nc1ccc(N2CCOCC2)cc1
HOMO energy   -7.17 eV

Each line ends with the Löwdin charge.
Cartesian coordinates (Å):
C -6.08865 -2.19051 -1.29387  -0.078
O -4.97882 -1.34133 -1.13483  -0.092
C -4.12001 -1.57183 -0.09704  -0.199
C -4.29353 -2.56524 0.85689  -0.021
C -3.36294 -2.74700 1.86717  -0.087
C -2.24710 -1.93849 1.94005  -0.081
C -2.06769 -0.93351 1.00405  0.002
C -2.98821 -0.73812 -0.01294  -0.194
O -2.73114 0.22875 -0.96640  -0.085
C -3.67909 1.28392 -1.07093  -0.175
C -3.47235 2.38847 -0.02634  -0.144
C -2.37880 3.40996 -0.37243  -0.097
C -0.98004 3.08301 0.14692  -0.469
O -0.38013 3.85234 0.86990  0.062
N -0.49923 1.90201 -0.30807  0.137
C 0.73741 1.30076 -0.04745  -0.234
C 1.72658 1.88241 0.74052  -0.002
C 2.91943 1.22692 0.95544  -0.012
C 3.18901 -0.02449 0.38910  -0.233
N 4.38537 -0.67100 0.68908  -0.106
C 4.61141 -2.04078 0.27697  -0.146
C 5.23084 -2.10720 -1.12526  -0.189
O 6.43855 -1.37699 -1.16813  -0.134
C 6.23201 -0.03400 -0.78848  -0.185
C 5.63280 0.06691 0.62216  -0.137
C 2.18474 -0.59950 -0.39507  -0.023
C 0.98477 0.04974 -0.60526  -0.031
H -5.78104 -3.23085 -1.43651  0.098
H -6.59790 -1.83952 -2.19017  0.096
H -6.77199 -2.12467 -0.44088  0.098
H -5.15348 -3.21446 0.81441  0.103
H -3.51908 -3.53023 2.59330  0.104
H -1.51700 -2.07780 2.72166  0.105
H -1.19884 -0.29688 1.05349  0.104
H -3.55458 1.68364 -2.08166  0.133
H -4.69095 0.88104 -0.98319  0.117
H -3.26141 1.92713 0.94165  0.125
H -4.41941 2.92372 0.06518  0.115
H -2.32122 3.53799 -1.45639  0.121
H -2.63944 4.37560 0.06366  0.117
H -1.13803 1.31814 -0.84064  0.114
H 1.54901 2.84422 1.19123  0.100
H 3.64962 1.69336 1.59848  0.107
H 3.68414 -2.60963 0.32662  0.118
H 5.32208 -2.47735 0.98870  0.128
H 5.48704 -3.13345 -1.39416  0.125
H 4.52591 -1.70015 -1.86663  0.121
H 7.21075 0.44648 -0.83200  0.125
H 5.55217 0.45719 -1.50346  0.130
H 5.47825 1.11363 0.87358  0.110
H 6.32986 -0.37472 1.34267  0.129
H 2.32703 -1.56205 -0.86092  0.098
H 0.22742 -0.42017 -1.21762  0.115

=====

The following is a DFT calculation (the ωB97M-V functional and the def2-TZVPD basis) of an isolated molecule of C4H11NO.

Computed properties:
LUMO energy   0.74 eV
Maximum force   5.259 eV/Å
Gap between HOMO and LUMO   9.877 eV
Spin multiplicity   1
Charge   0
Relative energy (zero: lowest compared OMol25 entry of this formula, charge and spin)   58.1 kcal per mole
Energy   -288.92442 Eh
SMILES   CC[C@H](N)CO
HOMO energy   -9.14 eV

Each line ends with the Löwdin charge.
Cartesian coordinates (Å):
C -0.45860 2.44416 0.12611  -0.124
C -0.59238 1.17368 -0.76727  -0.192
C 0.38024 -0.07627 -0.42342  -0.370
N -0.11725 -1.20451 -1.29468  0.019
C 0.44239 -0.43620 1.03079  -0.208
O 0.31058 -1.88269 1.12727  -0.123
H -1.52850 2.77160 0.29061  0.082
H -0.03787 3.37482 -0.27410  0.068
H -0.12160 2.26862 1.07721  0.014
H -0.22737 1.61413 -1.69053  0.088
H -1.65346 0.66397 -0.61927  0.143
H 1.35174 0.23274 -0.89156  0.141
H 0.65324 -1.75418 -1.59348  0.044
H -0.69903 -1.78759 -0.65004  0.081
H -0.45340 -0.09203 1.70918  0.159
H 1.24001 -0.12904 1.54837  0.069
H 1.18247 -2.30212 1.34091  0.110

=====

The following is a DFT calculation (the ωB97M-V functional and the def2-TZVPD basis) of a structure of composition C38H54BrF6KN6O7S6SbSi3.

Computed properties:
LUMO energy   0.91 eV
Maximum force   0.584 eV/Å
Gap between HOMO and LUMO   6.232 eV
Spin multiplicity   1
Charge   -1
Relative energy (zero: lowest compared OMol25 entry of this formula, charge and spin)   30.1 kcal per mole
Energy   -9606.89652 Eh
HOMO energy   -5.32 eV

Each line ends with the Löwdin charge.
Cartesian coordinates (Å):
K 0.66547 -0.61058 0.26327  0.550
C -2.01058 1.36940 -2.93757  -0.524
C -1.98885 0.42838 -4.13960  -0.509
S -0.60859 -0.74811 -4.09659  0.871
C -1.44975 -2.31975 -4.41163  -0.528
C -2.58385 -2.69844 -3.46497  -0.519
S -2.04683 -2.80696 -1.73513  0.858
C -3.30673 -1.83625 -0.86861  -0.550
C -3.49560 -0.38417 -1.29577  -0.508
S -1.97282 0.60293 -1.29773  0.800
H -2.87205 2.03648 -2.99931  0.082
H -1.11652 1.99419 -2.93778  0.057
H -1.91316 1.03184 -5.04546  0.080
H -2.91993 -0.13198 -4.20655  0.056
H -0.64205 -3.05252 -4.33583  0.060
H -1.81209 -2.33569 -5.44149  0.079
H -2.97980 -3.66936 -3.76817  0.072
H -3.40580 -1.98627 -3.53013  0.055
H -2.96954 -1.86751 0.17141  0.032
H -4.27217 -2.34610 -0.91848  0.076
H -4.20393 0.08181 -0.60941  0.045
H -3.92472 -0.31371 -2.29530  0.066
F 5.67233 -2.55741 1.57200  0.138
C 5.49965 -1.23781 1.66942  -0.684
F 6.28668 -0.77727 2.63386  0.150
F 5.86028 -0.67791 0.51553  0.138
S 3.72652 -0.90814 2.03040  0.582
O 3.03585 -1.47835 0.88795  -0.394
O 3.44339 -1.48385 3.31360  -0.264
N 3.77625 0.66071 1.99645  -0.290
S 2.62523 1.56627 2.54945  0.584
O 2.82648 2.02949 3.88955  -0.263
O 1.29604 1.08802 2.20888  -0.402
C 2.85672 3.06661 1.49619  -0.677
F 4.13888 3.38139 1.36394  0.150
F 2.33380 2.87496 0.28759  0.137
F 2.22061 4.08470 2.07425  0.139
Br 3.86523 -3.67415 -6.72297  0.736
C 3.03359 -3.56235 -5.02550  -0.693
C 2.94758 -2.33594 -4.38373  -0.103
C 2.32212 -2.26352 -3.15133  -0.029
C 1.80898 -3.40480 -2.54869  -0.274
C 1.88587 -4.62632 -3.21749  -0.034
C 2.49938 -4.70830 -4.45768  -0.131
N 1.14469 -3.27082 -1.31152  0.103
C 1.30086 -4.17599 -0.44395  -0.097
C 0.51768 -4.23148 0.81190  -0.253
C 0.64503 -5.36220 1.60908  -0.013
C -0.13779 -5.47957 2.74583  -0.053
C -1.02105 -4.45886 3.04442  -0.050
C -1.06482 -3.35632 2.19795  -0.138
N -0.32034 -3.23215 1.10768  0.087
H 3.34827 -1.44371 -4.84533  0.111
H 2.21914 -1.31591 -2.64220  0.078
H 1.43131 -5.50928 -2.78527  0.110
H 2.55153 -5.65098 -4.98425  0.098
H 2.00080 -5.00589 -0.59594  0.130
H 1.34962 -6.13634 1.33525  0.113
H -0.05605 -6.35025 3.38315  0.109
H -1.65361 -4.49676 3.92032  0.101
H -1.72294 -2.52176 2.41951  0.039
C -6.07538 0.87896 4.27635  -0.218
Si -5.05298 -0.36642 3.32320  0.261
C -4.94282 -1.98386 4.27335  -0.230
C -5.90942 -0.68802 1.68467  -0.228
Sb -2.65678 0.31075 2.83489  0.892
Si -2.89867 2.81407 2.47471  0.268
C -4.22428 3.01704 1.16647  -0.224
C -1.27713 3.49085 1.85343  -0.215
C -3.37117 3.70421 4.05477  -0.216
Si -1.70952 0.26222 5.19032  0.273
C -0.35837 1.53388 5.36020  -0.205
C -1.01443 -1.45272 5.47732  -0.227
C -3.04202 0.59428 6.47211  -0.224
H -7.08066 0.50207 4.47685  0.032
H -6.16914 1.79682 3.69180  0.017
H -5.60479 1.13329 5.22695  0.010
H -5.93083 -2.37902 4.51929  0.031
H -4.38876 -1.84975 5.20536  0.002
H -4.41582 -2.73228 3.67749  0.021
H -6.95486 -0.96689 1.83443  0.034
H -5.41431 -1.49087 1.13836  0.011
H -5.88569 0.20673 1.05952  0.013
H -3.92528 2.46775 0.27045  0.001
H -4.36263 4.06361 0.88582  0.034
H -5.18608 2.62877 1.50823  0.010
H -0.94635 2.97334 0.95235  0.022
H -0.49204 3.38528 2.60301  0.018
H -1.38933 4.55268 1.61914  0.041
H -4.33496 3.36466 4.43669  0.013
H -3.41554 4.78648 3.91550  0.034
H -2.61738 3.49586 4.81686  0.007
H 0.49516 1.29513 4.72865  0.005
H -0.01088 1.57362 6.39540  0.043
H -0.69549 2.53309 5.08414  0.013
H -0.21706 -1.67478 4.76523  0.028
H -1.78946 -2.21699 5.37716  0.011
H -0.59526 -1.52548 6.48356  0.035
H -3.53990 1.54187 6.26032  0.011
H -2.61802 0.65260 7.47727  0.033
H -3.79931 -0.19367 6.47072  0.009
O 3.30221 4.85569 -7.57048  -0.376
S 4.73306 4.99870 -7.74033  0.384
O 5.32189 4.11470 -8.73161  -0.367
O 5.21045 6.36708 -7.77219  -0.369
C 5.43635 4.33875 -6.19128  -0.339
N 6.72619 4.57798 -5.93975  0.122
C 7.20805 4.06456 -4.81952  -0.126
C 6.44636 3.31489 -3.93621  -0.006
C 5.12281 3.11583 -4.29325  -0.220
N 4.62748 3.62900 -5.41556  0.155
C 4.15111 2.33029 -3.47472  -0.127
C 2.82744 2.24529 -3.89989  0.018
C 1.93402 1.51942 -3.14075  -0.141
N 2.24991 0.88405 -2.00869  0.035
C 3.51903 0.96525 -1.61149  -0.148
C 4.49347 1.66895 -2.30265  0.007
H 8.25601 4.25878 -4.61065  0.105
H 6.87683 2.91948 -3.02801  0.096
H 2.53447 2.74730 -4.81181  0.120
H 0.90226 1.42137 -3.45638  0.056
H 3.77126 0.44259 -0.69828  0.078
H 5.50305 1.68553 -1.91629  0.106